1.
{"formula": "C8H17N2S", "method": "the ωB97M-V functional and the def2-TZVPD basis", "total_charge": 1, "gap_ev": 8.4, "e_tot_ha": -822.19231, "multiplicity": 1, "lumo_ev": -4.28, "relative_energy_kcal_mol": 178.4, "elements": ["C", "C", "C", "C", "C", "C", "C", "C", "N", "N", "S", "H", "H", "H", "H", "H", "H", "H", "H", "H", "H", "H", "H", "H", "H", "H", "H", "H"], "xyz": [[-0.607, -0.186, 1.057], [-0.982, 1.017, 0.597], [1.206, 1.178, -1.797], [-2.031, -0.290, -2.228], [1.315, -0.513, 2.826], [2.029, -0.940, -0.854], [-0.199, -0.495, 2.462], [-1.266, 1.545, -0.773], [-1.122, 0.461, -1.785], [1.626, 0.465, -0.657], [-3.728, -0.310, -1.826], [-0.686, -1.143, 0.431], [-1.149, 1.805, 1.479], [1.446, 0.772, -2.737], [-1.790, -1.125, -3.046], [1.820, -1.222, 2.335], [1.673, 0.531, 2.440], [1.412, -0.686, 3.814], [2.252, -1.590, 0.123], [1.296, -1.548, -1.370], [2.796, -0.875, -1.644], [-0.761, 0.174, 3.108], [-0.514, -1.510, 2.960], [-0.622, 2.263, -1.083], [-2.385, 1.913, -0.792], [2.404, 1.059, -0.191], [0.724, 0.317, 0.115], [-4.158, -1.071, -2.964]]}


2.
{"formula": "ClH2NS", "method": "the ωB97M-V functional and the def2-TZVPD basis", "gap_ev": 10.0, "e_tot_ha": -914.26187, "multiplicity": 1, "lumo_ev": 0.24, "relative_energy_kcal_mol": 20.9, "smiles": "SNCl", "elements": ["S", "N", "Cl", "H", "H"], "xyz": [[-0.117, 0.747, 1.058], [0.114, -0.111, -0.402], [0.428, -1.840, -0.498], [-1.429, 1.093, 0.673], [1.003, 0.111, -0.831]]}


3.
{"formula": "C24H38F10I4N3O", "method": "the ωB97M-V functional and the def2-TZVPD basis", "total_charge": 1, "gap_ev": 8.8, "e_tot_ha": -3365.96289, "multiplicity": 1, "lumo_ev": -2.74, "elements": ["C", "C", "I", "C", "I", "C", "C", "C", "C", "C", "N", "C", "C", "N", "C", "C", "I", "C", "C", "I", "C", "N", "C", "F", "C", "C", "C", "F", "H", "H", "H", "H", "H", "H", "H", "H", "H", "H", "H", "H", "H", "H", "H", "H", "H", "H", "H", "H", "H", "H", "H", "H", "H", "H", "H", "H", "H", "H", "H", "H", "H", "H", "C", "C", "C", "F", "F", "F", "F", "O", "C", "C", "F", "F", "F", "F", "H", "H", "H", "H"], "xyz": [[0.369, -2.257, 4.957], [0.409, -1.981, 3.465], [-0.148, -3.790, 2.495], [0.752, -0.777, 2.954], [1.261, 0.571, 4.499], [0.869, -0.214, 1.516], [0.009, -0.930, 0.438], [-1.550, -0.958, 0.384], [-2.092, -0.047, -0.730], [-2.381, -0.795, 1.677], [2.348, -0.458, 0.972], [2.872, -1.842, 1.179], [3.685, -2.246, -0.053], [2.771, -2.229, -1.190], [3.463, 0.586, 1.133], [4.344, 0.552, 2.416], [4.516, 2.447, 3.446], [5.793, 0.069, 2.185], [5.988, -1.442, 2.023], [6.746, 1.091, 0.568], [2.813, 1.903, 0.763], [1.705, 2.149, 1.666], [0.578, 1.344, 1.389], [0.242, 1.536, 0.006], [-0.687, 1.763, 2.141], [-0.874, 3.267, 2.389], [-0.305, 3.843, 3.672], [1.058, 4.117, 3.550], [0.092, -3.287, 5.166], [-0.360, -1.599, 5.442], [1.345, -2.062, 5.412], [0.359, -1.952, 0.382], [0.325, -0.488, -0.513], [-1.761, -1.971, 0.018], [-1.885, 1.011, -0.559], [-1.688, -0.334, -1.704], [-3.178, -0.171, -0.781], [-3.082, 0.041, 1.579], [-2.981, -1.689, 1.862], [-1.793, -0.612, 2.573], [2.188, -0.449, -0.048], [2.021, -2.510, 1.258], [3.409, -1.912, 2.122], [4.459, -1.506, -0.268], [4.198, -3.195, 0.150], [3.230, -2.474, -2.056], [2.006, -2.879, -1.054], [4.147, 0.344, 0.313], [3.923, -0.097, 3.189], [6.361, 0.376, 3.063], [7.004, -1.703, 2.334], [5.881, -1.793, 0.997], [5.303, -1.991, 2.678], [3.550, 2.700, 0.839], [2.485, 1.867, -0.286], [1.439, 3.125, 1.643], [-0.810, 1.215, 3.074], [-1.511, 1.443, 1.500], [-1.955, 3.445, 2.423], [-0.520, 3.865, 1.539], [-0.418, 3.147, 4.511], [-0.803, 4.783, 3.925], [-5.403, 0.509, -6.801], [-4.117, -0.271, -7.074], [-4.020, -1.710, -6.557], [-4.126, -1.745, -5.208], [-2.811, -2.203, -6.899], [-3.036, 0.433, -6.681], [-4.069, -0.407, -8.433], [-5.384, 1.390, -5.706], [-5.729, 1.009, -4.454], [-4.576, 1.218, -3.461], [-3.468, 0.562, -3.866], [-4.947, 0.718, -2.258], [-6.198, -0.249, -4.399], [-6.718, 1.829, -4.030], [-5.508, 1.163, -7.664], [-6.264, -0.159, -6.775], [-4.801, -2.329, -7.003], [-4.359, 2.282, -3.365]]}


4.
{"formula": "C4H2FO2", "method": "the ωB97M-V functional and the def2-TZVPD basis", "total_charge": -1, "gap_ev": 7.2, "e_tot_ha": -403.89904, "multiplicity": 1, "lumo_ev": 4.00, "relative_energy_kcal_mol": 29.6, "elements": ["C", "C", "C", "C", "O", "O", "F", "H", "H"], "xyz": [[-0.980, -0.606, 0.798], [0.030, -0.051, 0.066], [2.518, 0.283, -0.093], [-1.404, 0.075, -0.467], [2.466, 0.724, -1.165], [3.051, -0.052, 0.890], [-2.357, 1.171, -0.350], [-1.517, -1.000, 1.641], [-1.806, -0.544, -1.321]]}


5.
{"formula": "C6H4N2", "method": "the ωB97M-V functional and the def2-TZVPD basis", "gap_ev": 7.3, "e_tot_ha": -340.40134, "multiplicity": 1, "lumo_ev": -1.57, "relative_energy_kcal_mol": 74.3, "smiles": "C1=CC2=NC=CC2=N1", "elements": ["C", "C", "C", "N", "C", "C", "C", "N", "H", "H", "H", "H"], "xyz": [[-1.974, 0.108, 0.136], [-1.311, -1.051, -0.090], [0.016, -0.681, -0.125], [1.079, -1.234, 0.005], [2.052, -0.130, 0.026], [1.451, 1.033, -0.001], [-0.007, 0.760, -0.188], [-1.160, 1.333, -0.024], [-3.018, 0.094, 0.361], [-1.986, -1.865, -0.295], [3.027, -0.444, 0.410], [1.832, 2.076, -0.213]]}


6.
{"formula": "C9H14O2", "method": "the ωB97M-V functional and the def2-TZVPD basis", "gap_ev": 10.2, "e_tot_ha": -501.71488, "multiplicity": 1, "lumo_ev": 0.91, "relative_energy_kcal_mol": 76.1, "smiles": "C=C1[C@H](C)[C@]2(C)CC[C@@]1(O)O2", "elements": ["C", "C", "C", "C", "C", "C", "C", "C", "C", "O", "O", "H", "H", "H", "H", "H", "H", "H", "H", "H", "H", "H", "H", "H", "H"], "xyz": [[-0.437, 0.939, -2.486], [-0.147, 0.395, -1.310], [-1.021, -0.119, -0.120], [-1.816, 1.051, 0.492], [0.109, -0.836, 0.724], [-0.710, -2.010, 1.412], [0.941, 0.284, 1.435], [1.878, 0.801, 0.302], [1.400, -0.092, -0.857], [2.225, -0.273, -1.933], [0.971, -1.322, -0.294], [0.385, 1.216, -3.010], [-1.446, 1.082, -2.652], [-1.685, -0.741, -0.590], [-1.382, 1.954, 0.330], [-1.761, 0.847, 1.657], [-2.865, 0.949, 0.057], [-1.721, -1.649, 1.800], [-0.168, -2.340, 2.237], [-0.831, -2.806, 0.777], [1.312, -0.236, 2.390], [0.302, 1.094, 1.842], [1.785, 1.937, 0.008], [2.851, 0.597, 0.498], [1.832, -0.725, -2.709]]}


7.
{"formula": "C10H13Br2N2", "method": "the ωB97M-V functional and the def2-TZVPD basis", "total_charge": 1, "gap_ev": 7.4, "e_tot_ha": -5646.01523, "multiplicity": 1, "lumo_ev": -4.02, "relative_energy_kcal_mol": 44.9, "elements": ["C", "C", "C", "C", "C", "C", "C", "C", "C", "C", "N", "N", "Br", "Br", "H", "H", "H", "H", "H", "H", "H", "H", "H", "H", "H", "H", "H"], "xyz": [[-1.838, -3.351, 1.004], [-1.301, -3.302, -0.285], [-1.964, -2.128, 1.735], [-0.946, -2.032, -0.768], [-1.602, -0.868, 1.287], [-0.975, -0.841, 0.022], [-0.506, 1.568, 0.263], [0.335, 2.666, -0.436], [2.070, 1.233, -1.194], [1.651, 0.117, -0.291], [-0.392, 0.285, -0.475], [1.816, 2.549, -0.548], [2.240, 0.556, 1.656], [2.153, -1.578, -0.909], [-2.247, -4.400, 1.302], [-1.003, -4.125, -0.858], [-2.489, -2.275, 2.730], [-0.544, -1.863, -1.791], [-1.860, -0.030, 1.996], [-0.315, 1.637, 1.367], [-1.460, 1.970, 0.026], [-0.004, 2.553, -1.499], [0.067, 3.570, 0.144], [3.179, 1.045, -1.444], [1.516, 1.017, -2.168], [2.034, 3.430, -1.143], [2.386, 2.598, 0.277]]}


8.
{"formula": "C12H51BNO16", "method": "the ωB97M-V functional and the def2-TZVPD basis", "total_charge": -1, "gap_ev": 5.3, "e_tot_ha": -1771.26631, "multiplicity": 1, "lumo_ev": 1.96, "elements": ["C", "O", "C", "C", "C", "C", "C", "C", "C", "C", "O", "B", "C", "C", "O", "C", "N", "O", "H", "H", "H", "H", "H", "H", "H", "H", "H", "H", "H", "H", "H", "H", "H", "H", "H", "H", "H", "H", "H", "H", "H", "H", "H", "H", "H", "O", "H", "H", "O", "H", "H", "O", "H", "H", "O", "H", "H", "O", "H", "H", "O", "H", "H", "O", "H", "H", "O", "H", "H", "O", "H", "H", "O", "H", "H", "O", "H", "H", "O", "H", "H"], "xyz": [[4.141, 2.260, 1.969], [5.299, 2.489, 1.136], [5.103, 1.695, -0.050], [6.022, 0.444, -0.050], [5.486, -0.748, 0.800], [4.136, -1.267, 0.253], [3.368, -2.158, 1.288], [2.984, -1.399, 2.586], [1.622, -0.667, 2.526], [0.354, -1.622, 2.340], [-0.618, -0.630, 2.002], [0.167, 0.126, 0.992], [-0.585, 1.304, 0.148], [-1.741, 0.840, -0.802], [-1.620, -0.489, -1.301], [-3.169, 0.963, -0.226], [-3.367, 0.283, 1.074], [1.482, 0.424, 1.630], [4.291, 2.673, 2.985], [3.973, 1.181, 2.088], [3.279, 2.772, 1.504], [5.410, 2.335, -0.903], [4.030, 1.472, -0.147], [7.020, 0.783, 0.288], [6.163, 0.094, -1.093], [6.231, -1.573, 0.746], [5.457, -0.421, 1.852], [3.436, -0.473, -0.049], [4.375, -1.936, -0.598], [4.074, -2.970, 1.576], [2.515, -2.626, 0.774], [3.755, -0.692, 2.940], [2.892, -2.162, 3.389], [1.466, -0.198, 3.525], [0.382, -2.341, 1.503], [0.053, -2.025, 3.326], [0.465, -0.731, 0.161], [-1.038, 2.058, 0.840], [0.175, 1.829, -0.469], [-1.715, 1.516, -1.687], [-0.749, -0.569, -1.680], [-3.830, 0.443, -0.957], [-3.491, 2.020, -0.189], [-3.379, -0.708, 0.857], [-4.335, 0.478, 1.310], [0.797, -0.395, 5.744], [0.431, 0.493, 5.768], [0.110, -0.917, 5.318], [-6.069, -0.884, 0.317], [-6.695, -0.630, 1.004], [-6.565, -1.495, -0.241], [-5.924, -1.659, -2.421], [-6.293, -1.129, -3.141], [-4.984, -1.427, -2.417], [3.632, 5.494, 3.720], [4.278, 5.141, 3.102], [2.995, 4.780, 3.821], [-0.206, -0.480, -3.886], [-0.181, -1.049, -4.658], [-0.701, 0.298, -4.178], [-5.990, 1.411, -2.221], [-6.042, 0.772, -1.494], [-5.937, 2.262, -1.780], [-7.800, -1.440, -4.579], [-7.372, -1.494, -5.439], [-8.386, -2.201, -4.561], [-8.319, -1.654, 2.233], [-8.918, -2.405, 2.216], [-7.507, -2.012, 2.608], [-0.835, 2.658, -3.836], [-1.187, 3.195, -4.550], [0.108, 2.865, -3.825], [-4.517, -4.153, -1.159], [-4.480, -4.726, -1.928], [-5.029, -3.393, -1.458], [6.951, -3.237, -0.603], [6.507, -4.067, -0.403], [7.736, -3.503, -1.090], [1.924, 4.052, -4.511], [1.585, 4.596, -5.227], [2.865, 4.249, -4.490]]}